Here is a molecular structure, C44H55BrEuN4O2P from OMol25. Energies are from wB97M-V/def2-TZVPD.

Last column: Löwdin charge in e.
Geometry (Å):
Eu (0.48, -0.04, -0.19)  1.668
Br (1.09, -0.65, 2.71)  0.776
C (1.37, 1.21, 3.28)  -0.554
C (1.25, 1.48, 4.65)  -0.157
C (1.41, 2.79, 5.06)  -0.135
C (1.54, 3.79, 4.13)  -0.076
C (1.56, 3.52, 2.75)  -0.200
C (1.47, 4.52, 1.80)  -0.085
C (1.53, 4.21, 0.44)  -0.129
C (1.82, 2.96, 0.00)  -0.075
C (2.04, 1.86, 0.93)  -0.311
C (1.68, 2.14, 2.32)  -0.224
H (1.01, 0.67, 5.35)  0.084
H (1.40, 3.03, 6.13)  0.093
H (1.63, 4.84, 4.46)  0.102
H (1.34, 5.56, 2.12)  0.106
H (1.40, 5.03, -0.30)  0.115
H (1.99, 2.82, -1.08)  0.106
C (-1.50, 4.71, -2.61)  -0.075
C (-1.07, 3.57, -1.78)  -0.366
N (-0.98, 3.57, -0.49)  -0.041
O (-1.33, 4.75, 0.16)  -0.111
C (-0.63, 2.35, -2.45)  -0.372
C (-0.81, 2.22, -3.92)  -0.080
N (-0.04, 1.48, -1.72)  -0.276
O (0.51, 0.37, -2.25)  -0.421
H (-1.77, 5.56, -1.95)  0.064
H (-2.38, 4.45, -3.24)  0.069
H (-0.67, 5.03, -3.28)  0.075
H (-1.04, 4.54, 1.07)  0.058
H (-1.88, 2.40, -4.20)  0.069
H (-0.51, 1.18, -4.21)  0.071
H (-0.16, 2.95, -4.47)  0.070
C (5.74, -0.16, 0.24)  -0.154
C (4.93, 0.19, -0.82)  -0.123
C (3.67, 0.74, -0.61)  -0.070
C (3.18, 1.00, 0.69)  -0.272
C (4.00, 0.54, 1.74)  -0.076
C (5.25, -0.02, 1.52)  -0.126
H (6.74, -0.57, 0.07)  0.094
H (5.29, 0.04, -1.85)  0.106
H (3.06, 1.02, -1.49)  0.100
H (3.68, 0.70, 2.78)  0.098
H (5.85, -0.34, 2.38)  0.103
C (-3.31, 2.68, 3.12)  -0.138
C (-4.19, 1.78, 2.55)  -0.133
C (-3.77, 0.87, 1.60)  -0.064
C (-2.44, 0.85, 1.16)  -0.317
C (-1.56, 1.77, 1.77)  -0.070
C (-1.98, 2.66, 2.72)  -0.106
N (-1.93, -0.05, 0.28)  -0.070
C (-2.75, -0.62, -0.65)  -0.319
C (-2.43, -1.91, -1.15)  -0.048
C (-3.23, -2.54, -2.07)  -0.125
C (-4.38, -1.93, -2.56)  -0.152
C (-4.67, -0.64, -2.14)  -0.127
C (-3.87, 0.00, -1.21)  -0.060
H (-3.66, 3.40, 3.87)  0.082
H (-5.24, 1.78, 2.86)  0.088
H (-4.48, 0.14, 1.20)  0.105
H (-0.52, 1.78, 1.40)  0.051
H (-1.25, 3.34, 3.18)  0.099
H (-1.54, -2.38, -0.78)  0.043
H (-2.96, -3.55, -2.41)  0.085
H (-5.03, -2.45, -3.27)  0.080
H (-5.55, -0.13, -2.54)  0.092
H (-4.10, 1.03, -0.91)  0.118
C (2.53, -4.39, 1.78)  -0.128
C (3.13, -4.13, 0.44)  -0.642
C (4.04, -5.26, 0.08)  -0.103
C (3.94, -2.87, 0.60)  -0.134
P (1.63, -3.65, -0.71)  0.846
N (1.02, -2.29, -0.34)  -0.415
C (0.38, -5.14, -0.51)  -0.641
C (0.91, -6.53, -0.43)  -0.108
C (-0.54, -5.07, -1.70)  -0.126
C (-0.45, -4.82, 0.70)  -0.121
C (2.28, -3.76, -2.56)  -0.655
C (1.27, -3.04, -3.39)  -0.120
C (3.51, -2.94, -2.60)  -0.127
C (2.59, -5.10, -3.15)  -0.104
H (3.30, -4.32, 2.57)  0.088
H (2.07, -5.40, 1.84)  0.060
H (1.75, -3.61, 1.98)  0.057
H (4.77, -5.41, 0.91)  0.091
H (4.62, -5.04, -0.84)  0.066
H (3.49, -6.21, -0.07)  0.063
H (4.47, -2.85, 1.58)  0.092
H (3.26, -2.00, 0.56)  0.044
H (4.70, -2.75, -0.20)  0.068
H (1.59, -6.75, -1.28)  0.066
H (0.06, -7.24, -0.47)  0.091
H (1.46, -6.71, 0.51)  0.061
H (-0.06, -5.52, -2.60)  0.070
H (-0.79, -4.03, -1.89)  0.048
H (-1.48, -5.63, -1.49)  0.091
H (-0.01, -5.23, 1.63)  0.067
H (-1.48, -5.23, 0.60)  0.086
H (-0.52, -3.72, 0.82)  0.060
H (0.88, -2.18, -2.82)  0.054
H (0.43, -3.68, -3.71)  0.076
H (1.75, -2.63, -4.31)  0.093
H (3.33, -1.99, -2.10)  0.072
H (3.80, -2.73, -3.66)  0.094
H (4.37, -3.47, -2.12)  0.070
H (1.67, -5.68, -3.38)  0.064
H (3.22, -5.70, -2.46)  0.065
H (3.14, -4.96, -4.10)  0.090

The value obtained for the LUMO energy (alpha / beta) is 4.1 / 4.1 eV. As for the spin multiplicity: 7. The value obtained for the orbital gap (alpha / beta) is 2.5629 / 5.3401 eV. Its net charge is -2.


Here is a molecular structure, C44H55ClCsGeN3O5PS from OMol25. Energies are from wB97M-V/def2-TZVPD.

Last column: Löwdin charge in e.
Geometry (Å):
Cs (0.57, -1.04, 0.33)  0.938
C (0.67, -5.31, 1.46)  -0.043
C (1.60, -4.87, 0.31)  -0.671
C (1.98, -6.06, -0.57)  -0.088
C (2.84, -4.18, 0.92)  -0.041
O (0.79, -3.90, -0.47)  -0.470
Ge (1.09, -3.37, -2.20)  0.726
O (-0.28, -2.12, -2.29)  -0.473
C (-1.72, -2.30, -2.52)  -0.650
C (-2.15, -1.00, -3.23)  -0.047
C (-2.04, -3.51, -3.41)  -0.075
C (-2.46, -2.36, -1.17)  -0.047
O (2.43, -2.24, -1.91)  -0.426
C (3.39, -1.68, -2.94)  -0.623
C (2.87, -0.29, -3.33)  -0.046
C (4.72, -1.54, -2.18)  -0.046
C (3.56, -2.63, -4.14)  -0.092
H (1.09, -6.11, 2.10)  0.089
H (-0.28, -5.65, 1.00)  0.090
H (0.41, -4.46, 2.10)  0.056
H (2.35, -6.94, 0.00)  0.078
H (2.75, -5.77, -1.33)  0.069
H (1.08, -6.39, -1.15)  0.079
H (3.50, -4.87, 1.49)  0.088
H (2.50, -3.41, 1.63)  0.067
H (3.39, -3.65, 0.13)  0.070
H (-1.54, -0.84, -4.14)  0.089
H (-1.98, -0.15, -2.56)  0.051
H (-3.22, -0.96, -3.51)  0.085
H (-1.42, -3.48, -4.32)  0.073
H (-3.09, -3.60, -3.70)  0.071
H (-1.73, -4.48, -2.94)  0.076
H (-2.50, -1.38, -0.71)  0.047
H (-1.96, -3.08, -0.49)  0.084
H (-3.51, -2.68, -1.25)  0.081
H (2.67, 0.28, -2.41)  0.077
H (1.89, -0.39, -3.84)  0.082
H (3.54, 0.31, -3.96)  0.082
H (4.52, -0.94, -1.28)  0.067
H (5.54, -1.07, -2.75)  0.083
H (5.04, -2.54, -1.82)  0.084
H (2.58, -2.88, -4.62)  0.051
H (3.96, -3.61, -3.79)  0.080
H (4.19, -2.23, -4.96)  0.077
O (1.52, 2.18, -0.26)  -0.110
N (0.37, 2.84, 0.31)  -0.117
C (0.41, 4.14, 0.43)  -0.047
C (-0.88, 4.76, 0.59)  -0.198
C (-1.10, 6.12, 0.88)  -0.026
C (-2.39, 6.65, 0.83)  -0.098
C (-3.49, 5.83, 0.57)  -0.086
C (-3.30, 4.46, 0.36)  -0.066
C (-2.00, 3.92, 0.31)  -0.254
P (-1.62, 2.33, -0.41)  1.034
C (-3.23, 1.48, -0.31)  -0.393
C (-4.05, 1.36, -1.43)  -0.120
C (-5.33, 0.82, -1.26)  -0.111
C (-5.74, 0.31, -0.05)  -0.114
C (-4.92, 0.46, 1.07)  -0.081
C (-3.66, 1.03, 0.95)  -0.088
C (-1.27, 2.61, -2.19)  -0.322
C (-0.21, 1.99, -2.87)  -0.073
C (0.01, 2.31, -4.21)  -0.077
C (-0.73, 3.29, -4.85)  -0.103
C (-1.76, 3.91, -4.18)  -0.092
C (-2.07, 3.53, -2.86)  -0.096
H (2.20, 2.37, 0.42)  0.076
H (1.35, 4.73, 0.36)  0.151
H (-0.29, 6.79, 1.16)  0.113
H (-2.54, 7.72, 0.95)  0.094
H (-4.49, 6.24, 0.56)  0.096
H (-4.17, 3.82, 0.21)  0.107
H (-3.68, 1.62, -2.43)  0.093
H (-5.98, 0.78, -2.13)  0.092
H (-6.72, -0.18, 0.01)  0.095
H (-5.23, 0.09, 2.04)  0.099
H (-2.99, 1.08, 1.81)  0.087
H (0.43, 1.26, -2.36)  0.089
H (0.84, 1.81, -4.74)  0.107
H (-0.50, 3.55, -5.88)  0.096
H (-2.32, 4.71, -4.63)  0.090
H (-2.92, 3.94, -2.30)  0.102
S (0.67, -1.89, 5.25)  0.822
Cl (3.52, 5.81, 4.44)  0.528
C (3.83, 4.48, 3.37)  -0.748
C (4.45, 4.72, 2.12)  -0.182
C (4.72, 3.66, 1.31)  -0.126
C (4.45, 2.30, 1.70)  -0.399
C (4.79, 1.24, 0.86)  -0.096
C (3.89, 2.12, 3.04)  -0.083
C (3.55, 3.19, 3.83)  -0.170
H (4.69, 5.75, 1.86)  0.083
H (5.16, 3.88, 0.32)  0.094
H (4.67, 0.19, 1.17)  0.019
H (5.13, 1.43, -0.17)  0.017
H (3.70, 1.11, 3.40)  0.100
H (3.11, 3.06, 4.81)  0.093
N (-2.27, -3.95, 6.21)  0.136
C (-1.53, -3.63, 5.13)  -0.565
O (-1.32, -4.45, 4.25)  0.039
C (-1.09, -2.19, 5.03)  -0.657
C (-2.24, -1.32, 5.36)  -0.128
C (-2.27, -0.03, 4.87)  -0.146
C (-1.34, 0.31, 3.85)  -0.264
N (-0.75, -0.63, 3.12)  -0.119
C (-0.41, -1.82, 3.73)  -0.578
H (-2.52, -4.95, 6.24)  0.113
H (-2.35, -3.40, 7.05)  0.098
H (-3.09, -1.69, 5.95)  0.073
H (-2.97, 0.71, 5.23)  0.077
H (-1.18, 1.37, 3.59)  0.092
H (-0.25, -2.64, 3.03)  0.069

The value obtained for the LUMO energy (alpha / beta) is 3.4 / 3.4 eV. As for the spin multiplicity: 2. The value obtained for the orbital gap (alpha / beta) is 3.6343 / 3.9368 eV. Its net charge is -2.


Here is 11 unconnected molecules or ions with the total composition C44H55F9N8O6 from OMol25. Energies are from wB97M-V/def2-TZVPD.

Last column: Löwdin charge in e.
Geometry (Å):
N (13.85, 18.79, 10.47)  0.005
C (14.50, 19.99, 10.71)  -0.147
C (14.88, 20.43, 9.47)  -0.145
C (14.50, 19.50, 8.44)  -0.092
C (13.93, 18.44, 9.09)  -0.131
H (13.29, 18.29, 11.16)  0.129
H (14.58, 20.51, 11.75)  0.152
H (15.50, 21.28, 9.37)  0.078
H (14.52, 19.60, 7.37)  0.090
H (13.38, 17.52, 8.88)  0.082
N (16.78, 12.35, 11.06)  0.053
C (16.55, 11.01, 10.64)  -0.094
C (17.01, 10.19, 11.64)  -0.118
C (17.63, 11.03, 12.60)  -0.116
C (17.49, 12.33, 12.15)  -0.165
H (16.59, 13.11, 10.47)  0.087
H (15.93, 10.79, 9.80)  0.067
H (16.91, 9.12, 11.66)  0.071
H (18.28, 10.64, 13.36)  0.080
H (17.73, 13.25, 12.67)  0.113
N (18.95, 17.50, 12.58)  0.006
C (18.66, 18.28, 11.45)  -0.120
C (17.31, 18.22, 11.29)  -0.133
C (16.73, 17.42, 12.32)  -0.085
C (17.78, 17.02, 13.11)  -0.133
H (19.87, 17.36, 13.04)  0.165
H (19.45, 18.78, 10.90)  0.106
H (16.91, 18.75, 10.42)  0.082
H (15.80, 17.11, 12.53)  0.037
H (17.82, 16.43, 14.00)  0.093
N (14.04, 9.10, 10.14)  0.001
C (13.55, 9.91, 9.16)  -0.120
C (14.38, 9.59, 8.05)  -0.095
C (15.34, 8.67, 8.47)  -0.136
C (15.10, 8.35, 9.75)  -0.168
H (13.83, 9.31, 11.12)  0.135
H (12.67, 10.51, 9.36)  0.083
H (14.45, 10.08, 7.08)  0.090
H (15.96, 8.11, 7.84)  0.085
H (15.64, 7.71, 10.47)  0.124
N (15.76, 15.63, 8.96)  0.035
C (14.80, 14.87, 9.56)  -0.166
C (14.75, 13.63, 8.96)  -0.115
C (15.84, 13.60, 8.10)  -0.124
C (16.43, 14.88, 8.04)  -0.085
H (15.99, 16.59, 9.21)  0.135
H (14.15, 15.30, 10.29)  0.073
H (14.16, 12.72, 9.22)  0.100
H (16.10, 12.73, 7.59)  0.080
H (17.09, 15.29, 7.30)  0.103
N (8.36, 15.75, 17.41)  0.013
C (9.33, 16.23, 16.61)  -0.163
C (10.53, 15.63, 16.84)  -0.090
C (10.27, 14.72, 17.91)  -0.117
C (8.92, 14.78, 18.19)  -0.152
H (7.43, 16.04, 17.36)  0.125
H (9.10, 17.01, 15.87)  0.119
H (11.44, 15.76, 16.28)  0.070
H (10.97, 14.07, 18.47)  0.097
H (8.28, 14.32, 18.97)  0.115
N (10.66, 10.17, 13.62)  0.024
C (11.61, 9.18, 13.66)  -0.130
C (11.49, 8.45, 12.51)  -0.140
C (10.44, 8.97, 11.74)  -0.127
C (9.96, 10.03, 12.45)  -0.159
H (10.69, 10.99, 14.20)  0.138
H (12.16, 9.07, 14.56)  0.079
H (11.96, 7.46, 12.21)  0.121
H (10.03, 8.57, 10.84)  0.095
H (9.07, 10.68, 12.31)  0.122
N (14.02, 9.33, 16.35)  -0.007
C (14.43, 10.35, 15.51)  -0.141
C (13.61, 11.44, 15.77)  -0.135
C (12.82, 11.12, 16.87)  -0.114
C (13.06, 9.78, 17.21)  -0.128
H (14.42, 8.37, 16.40)  0.175
H (15.05, 10.20, 14.66)  0.102
H (13.75, 12.43, 15.32)  0.094
H (12.04, 11.64, 17.38)  0.082
H (12.50, 9.06, 17.82)  0.118
C (12.80, 12.59, 12.38)  -0.029
C (13.01, 14.09, 12.39)  -0.154
O (13.71, 14.44, 13.62)  0.010
C (13.49, 15.65, 14.17)  -0.397
O (12.64, 16.45, 13.93)  0.174
C (14.45, 15.75, 15.38)  -0.519
F (15.68, 15.27, 15.12)  0.157
F (14.50, 16.95, 15.96)  0.174
F (13.87, 14.95, 16.30)  0.142
H (12.30, 12.23, 11.49)  0.069
H (12.19, 12.35, 13.22)  0.046
H (13.70, 12.05, 12.59)  0.074
H (12.01, 14.56, 12.42)  0.126
H (13.60, 14.51, 11.61)  0.066
C (10.45, 11.57, 7.78)  -0.056
C (10.22, 12.49, 8.92)  -0.252
O (10.76, 13.77, 8.69)  0.058
C (10.42, 14.69, 9.59)  -0.342
O (9.73, 14.52, 10.60)  0.123
C (10.94, 16.13, 9.25)  -0.531
F (11.57, 16.57, 10.34)  0.153
F (11.80, 16.05, 8.22)  0.152
F (9.93, 16.94, 8.96)  0.183
H (9.99, 11.84, 6.84)  0.081
H (10.09, 10.59, 7.96)  0.076
H (11.56, 11.55, 7.62)  0.086
H (10.56, 12.05, 9.84)  0.095
H (9.14, 12.52, 9.20)  0.145
C (15.99, 11.80, 18.09)  -0.058
C (17.04, 12.33, 17.14)  -0.156
O (17.70, 13.51, 17.75)  0.062
C (18.20, 14.39, 16.95)  -0.475
O (18.14, 14.43, 15.79)  0.179
C (18.83, 15.54, 17.76)  -0.538
F (19.40, 16.34, 16.90)  0.173
F (17.82, 16.29, 18.30)  0.130
F (19.69, 15.29, 18.74)  0.183
H (16.30, 11.08, 18.87)  0.089
H (15.22, 11.32, 17.48)  0.021
H (15.59, 12.59, 18.73)  0.089
H (16.58, 12.60, 16.14)  0.128
H (17.76, 11.60, 16.80)  0.126

The value obtained for the LUMO energy is 0.5 eV. Its structure (SMILES) is CCOC(=O)C(F)(F)F.CCOC(=O)C(F)(F)F.CCOC(=O)C(F)(F)F.c1cc[nH]c1.c1cc[nH]c1.c1cc[nH]c1.c1cc[nH]c1.c1cc[nH]c1.c1cc[nH]c1.c1cc[nH]c1.c1cc[nH]c1. The value obtained for the orbital gap is 8.3505 eV. Its net charge is 0.


Here is a molecular structure, C44H57GeN9O3Ti from OMol25. Energies are from wB97M-V/def2-TZVPD.

Last column: Löwdin charge in e.
Geometry (Å):
Ti (-0.98, 0.67, -1.93)  1.112
C (2.89, -2.00, -5.84)  -0.031
C (1.73, -1.67, -4.89)  -0.427
O (0.56, -1.64, -5.32)  0.018
C (2.20, -1.43, -3.54)  -0.004
C (1.46, -0.99, -2.47)  -0.310
C (2.13, -0.83, -1.13)  -0.030
N (0.10, -0.94, -2.46)  -0.129
N (-0.54, -2.06, -2.88)  0.086
C (-1.84, -1.98, -2.72)  -0.426
O (-2.41, -0.93, -2.25)  -0.114
C (-2.69, -3.10, -3.15)  -0.136
C (-4.00, -3.36, -2.76)  -0.024
C (-4.69, -4.39, -3.37)  -0.096
C (-4.04, -5.10, -4.37)  -0.092
C (-2.64, -5.00, -4.59)  -0.063
C (-1.95, -4.02, -3.90)  -0.024
H (3.53, -1.14, -6.05)  0.080
H (2.46, -2.28, -6.80)  0.077
H (3.46, -2.78, -5.38)  0.067
H (3.25, -1.67, -3.40)  0.112
H (2.63, -1.81, -0.90)  0.107
H (1.43, -0.60, -0.32)  0.058
H (2.96, -0.06, -1.18)  0.091
H (-4.47, -2.74, -1.98)  0.124
H (-5.71, -4.58, -3.09)  0.096
H (-4.60, -5.93, -4.85)  0.105
H (-2.12, -5.59, -5.34)  0.100
H (-0.90, -3.91, -3.99)  0.097
C (1.68, 2.24, 4.06)  -0.033
N (1.75, 3.58, 3.54)  -0.127
C (1.90, 4.72, 4.36)  -0.149
C (2.14, 5.85, 3.37)  -0.152
N (2.48, 5.14, 2.18)  -0.113
C (3.30, 5.81, 1.19)  -0.047
C (1.93, 3.88, 2.21)  -0.346
N (1.47, 3.15, 1.24)  0.064
C (1.20, 3.65, -0.09)  -0.217
C (1.34, 2.45, -1.02)  -0.213
N (0.39, 2.31, -2.16)  0.001
C (0.48, 2.97, -3.36)  -0.295
N (1.24, 4.04, -3.69)  -0.067
C (2.46, 4.53, -3.06)  -0.016
C (0.74, 4.69, -4.90)  -0.117
C (-0.14, 3.63, -5.50)  -0.106
N (-0.23, 2.60, -4.44)  -0.072
C (-1.18, 1.50, -4.59)  -0.016
H (2.57, 2.00, 4.67)  0.094
H (0.84, 2.10, 4.73)  0.090
H (1.64, 1.58, 3.16)  0.088
H (2.73, 4.66, 5.09)  0.128
H (1.02, 4.96, 4.99)  0.130
H (2.92, 6.56, 3.68)  0.120
H (1.23, 6.49, 3.17)  0.135
H (4.05, 6.41, 1.76)  0.099
H (2.76, 6.49, 0.55)  0.078
H (3.76, 5.07, 0.55)  0.084
H (1.86, 4.51, -0.39)  0.074
H (0.21, 4.17, -0.03)  0.126
H (1.09, 1.57, -0.37)  0.082
H (2.38, 2.31, -1.37)  0.109
H (2.29, 5.40, -2.44)  0.080
H (3.18, 4.82, -3.86)  0.106
H (2.94, 3.75, -2.48)  0.072
H (1.53, 4.96, -5.63)  0.131
H (0.12, 5.60, -4.63)  0.142
H (0.36, 3.16, -6.38)  0.139
H (-1.14, 3.95, -5.84)  0.135
H (-1.18, 1.13, -5.62)  0.119
H (-0.69, 0.64, -4.05)  0.064
H (-2.22, 1.67, -4.25)  0.086
N (-1.51, 2.39, 1.59)  0.238
C (-1.71, 1.86, 0.39)  -0.420
O (-0.95, 0.91, -0.03)  -0.125
C (-2.93, 2.32, -0.40)  -0.203
C (-3.01, 1.67, -1.74)  -0.207
H (-0.54, 2.45, 1.92)  0.101
H (-1.98, 3.27, 1.73)  0.120
H (-2.78, 3.44, -0.47)  0.130
H (-3.83, 2.17, 0.26)  0.144
H (-3.27, 2.33, -2.60)  0.055
H (-3.48, 0.66, -1.74)  0.051
C (1.48, -2.02, 2.78)  -0.353
Ge (-0.35, -2.47, 2.17)  0.872
C (-0.09, -4.46, 1.88)  -0.383
C (-1.16, -5.26, 2.12)  -0.152
C (-1.14, -6.63, 1.77)  -0.101
C (0.00, -7.13, 1.15)  -0.124
C (1.12, -6.29, 0.87)  -0.114
C (1.04, -4.97, 1.23)  -0.148
C (-1.55, -2.33, 3.78)  -0.329
C (-2.79, -1.73, 3.57)  -0.148
C (-3.63, -1.35, 4.65)  -0.094
C (-3.08, -1.33, 5.92)  -0.062
C (-1.79, -1.87, 6.18)  -0.198
C (-1.18, -1.71, 7.42)  -0.053
C (0.08, -2.33, 7.66)  -0.093
C (0.63, -3.13, 6.66)  -0.097
C (0.04, -3.29, 5.39)  -0.040
C (-1.11, -2.52, 5.08)  -0.208
H (1.85, -2.57, 3.68)  -0.002
H (1.46, -0.95, 3.08)  -0.023
H (2.22, -2.13, 1.96)  -0.016
H (-2.01, -4.87, 2.67)  0.082
H (-1.96, -7.30, 1.90)  0.081
H (0.03, -8.18, 0.75)  0.096
H (2.02, -6.70, 0.40)  0.089
H (1.79, -4.27, 0.88)  0.077
H (-3.07, -1.66, 2.52)  0.063
H (-4.64, -1.04, 4.43)  0.086
H (-3.63, -0.96, 6.77)  0.094
H (-1.68, -1.01, 8.14)  0.113
H (0.55, -2.22, 8.62)  0.082
H (1.55, -3.70, 6.84)  0.099
H (0.50, -3.95, 4.65)  0.100

The value obtained for the LUMO energy (alpha / beta) is -0.6 / -0.8 eV. The value obtained for the orbital gap (alpha / beta) is 3.7104 / 3.6018 eV. Its net charge is 0.